# 1
The following is a quantum chemistry calculation of one molecule with the formula C6H6O, from the Open Molecules 2025 dataset.

Each line ends with the Löwdin charge.
CARTESIAN COORDINATES (ANGSTROEM)
H 0.85215 -1.45141 0.58269  0.1455
C 1.48575 0.40884 0.48036  -0.0676
H 0.21214 -0.56174 -1.62829  0.1280
H 3.73619 0.43327 0.58166  0.0331
C -0.48746 -0.58856 -0.78432  -0.1583
O -0.53618 -0.31603 1.60935  -0.0082
C -2.45355 1.17170 -1.13700  0.1148
C 2.68171 0.54373 0.51818  0.1243
H -0.05910 0.17845 2.28957  0.1020
H -3.26665 1.84538 -1.28836  0.0243
C 0.32066 -0.49225 0.51006  -0.4311
C -1.53892 0.41150 -0.95727  -0.1326
H -0.94675 -1.58286 -0.77662  0.1258

Cartesian forces (eV/Å) of the 3 atoms listed first:
H -0.35 -0.13 0.15
C 0.76 -0.42 0.04
H -0.14 -0.01 0.13

Output
**Charge**: 0
**Frontier orbital gap**: 10.56 eV
**SMILES**: C#CC[C@H](O)C#C



# 2
The following is a quantum chemistry calculation of a 2-piece molecular cluster, C3H14N3S overall, from the Open Molecules 2025 dataset.

Each line ends with the Löwdin charge.
CARTESIAN COORDINATES (ANGSTROEM)
H -0.73280 -1.79920 4.37861  -0.1357
S -1.05330 -2.35230 3.20627  0.7430
H -0.07061 0.36216 -0.38874  0.0929
H 1.68523 0.56058 -0.31132  0.1396
H -1.21147 1.40968 0.90910  0.1181
H 0.15805 0.69361 -2.82191  0.1296
N -1.32174 0.55971 0.36201  -0.0032
C -0.60649 -0.91040 2.18816  -0.5779
C 1.03908 0.98768 -2.25593  -0.2733
H -2.60850 -0.25057 1.82867  0.1124
N 2.20971 0.79051 -3.02382  0.0362
N 0.96756 0.21786 -0.94840  0.1012
C -1.74774 -0.55067 1.24986  -0.3000
H 3.07373 0.98301 -2.53129  0.0900
H 0.28504 -1.16581 1.61153  0.0521
H 2.26054 -0.11765 -3.47138  0.0907
H -0.37112 -0.08310 2.84793  0.0757
H -2.01508 -1.39739 0.61701  0.1190
H 0.90964 2.03538 -1.99974  0.1269
H 1.21070 -0.75195 -1.13429  0.1395
H -2.06045 0.77886 -0.31234  0.1233

Cartesian forces (eV/Å) of the 3 atoms listed first:
H -0.02 -0.03 0.07
S -0.02 0.04 -0.03
H 0.28 -0.38 -0.10

Output
**Charge**: +1
**Frontier orbital gap**: 9.22 eV



# 3
The following is a quantum chemistry calculation of C22H18InN6O2SSbSe4 as an isolated structure, from the Open Molecules 2025 dataset.

Each line ends with the Löwdin charge.
CARTESIAN COORDINATES (ANGSTROEM)
Se 3.28789 -3.52526 2.20786  -0.2606
H 2.65725 -0.50431 2.63570  0.0244
H -1.43405 -4.55938 1.29897  0.0982
C -3.28114 1.14184 -0.39306  -0.0444
C -2.94886 0.21703 1.78253  -0.0052
C 0.77806 4.38287 -3.77137  -0.0856
C -1.66427 -2.60340 -1.44965  -0.0161
H 0.64036 -3.19410 1.51664  0.0249
H 0.76335 5.05833 -4.61915  0.0955
C 0.45096 4.84082 -2.50025  -0.0737
C -0.49580 -1.88358 -1.23172  -0.2153
H 0.24089 4.22365 -0.43276  0.0834
H 1.26361 0.36600 -3.90828  0.1158
C -3.80466 0.70715 0.81320  -0.0656
N 0.68730 -0.19495 2.18930  0.0428
C -1.91082 1.07701 -0.57105  -0.1013
H -1.44195 1.40033 -1.49174  0.1099
C 1.51244 0.75492 -2.91898  -0.1862
In 1.39938 0.81626 0.15211  0.1916
H -2.93426 -4.14972 -0.66751  0.0941
Se 4.61961 -5.30323 -1.13642  -0.3103
C -0.06997 -0.85009 -2.26216  -0.5204
C -0.98070 -1.03948 3.64428  -0.0174
C 1.11773 2.20913 -2.83508  -0.2419
C -0.60114 -0.37073 2.49488  -0.2220
C 1.11713 3.05494 -3.94302  -0.0219
N 0.59257 2.68791 1.34505  -0.4689
C -1.58257 0.16868 1.51538  -0.1943
C -0.06087 -3.02706 0.70196  -0.1873
H 2.60157 0.71313 -2.77885  0.1048
Se 3.82578 0.63735 0.29788  -0.1979
H 1.37279 2.65487 -4.91586  0.1102
N -1.09001 0.60504 0.35855  0.0807
H -4.87045 0.74977 1.00160  0.1004
N 0.90365 -0.03760 -1.87628  -0.0491
Sb 3.64549 -3.00007 -0.15223  0.2151
H -3.91051 1.52313 -1.18510  0.1019
H -2.02183 -1.21031 3.87484  0.0961
C -1.20999 -3.79333 0.56802  -0.0640
C 0.01402 -1.52358 4.49268  -0.0602
C 1.33654 -1.33928 4.16020  -0.0814
H 2.14439 -1.74199 4.75329  0.0964
O 0.76836 4.58867 3.03464  -0.6287
Se 2.31406 -4.84161 -1.47453  -0.2800
N 0.28102 -2.08003 -0.16873  0.1037
C 1.63931 -0.66729 2.97857  -0.1777
C -2.03076 -3.56692 -0.52580  -0.0765
N 0.80230 2.65758 -1.62111  0.0707
H 0.17931 5.87260 -2.32160  0.0931
S 1.36948 3.41197 2.37664  0.6382
O -0.63154 -0.88011 -3.37287  -0.0230
C 0.48047 3.93947 -1.45083  -0.1219
H -0.25984 -2.06368 5.39075  0.1015
H -3.33633 -0.11402 2.73427  0.0986
H -2.23480 -2.39532 -2.34379  0.1067

Cartesian forces (eV/Å) of the 3 atoms listed first:
Se 0.06 -0.05 -0.11
H 0.01 -0.02 0.00
H 0.00 0.00 0.00

Output
**Charge**: -2
**Frontier orbital gap**: 5.23 eV



# 4
The following is a quantum chemistry calculation of a 2-piece molecular cluster, C3H9NO2S2 overall at a distorted geometry, from the Open Molecules 2025 dataset.

Each line ends with the Mulliken spin population.
CARTESIAN COORDINATES (ANGSTROEM)
C -2.66027 -1.00996 0.39249  0.5469
C -0.92230 0.76389 0.33810  0.1127
S 1.95086 1.80235 -0.36694  0.0076
O -2.83284 -1.32784 1.60553  0.2415
H -0.48532 -1.40344 0.25652  0.0384
H 2.17007 0.97875 -1.44355  0.0002
H -1.39126 1.45811 -0.36206  -0.0810
H -3.48161 -1.17556 -0.35568  0.0351
H -0.43219 -0.37574 -2.08277  0.0033
H -1.42924 0.92153 1.30854  0.0525
H 1.81790 -2.25650 -0.41022  0.0024
C -1.24142 -0.67106 -0.13703  -0.0627
O 2.22115 -1.50415 -0.86850  0.0125
H 2.78781 -1.16038 -0.16379  0.0004
H -1.32037 -1.68928 -1.94080  0.0086
S 0.86748 0.63082 0.79214  0.0660
N -1.25191 -0.74008 -1.59533  0.0155

Cartesian forces (eV/Å) of the 3 atoms listed first:
C 0.36 -0.01 -1.22
C -0.47 -1.73 0.78
S 0.91 0.60 -1.31

Output
**Charge**: -1
**Frontier orbital gap (spin up / spin down)**: 2.79 / 6.32 eV
**Multiplicity**: 2



# 5
The following is a quantum chemistry calculation of an isolated ion of composition C5H11N4O and charge +1 at a distorted geometry, from the Open Molecules 2025 dataset.

Each line ends with the Löwdin charge.
CARTESIAN COORDINATES (ANGSTROEM)
C 1.40103 -0.40064 0.42373  -0.3345
H 2.40803 -2.02635 -0.80789  0.1430
H -3.11782 -1.64013 0.04039  0.0976
C 1.93159 -0.97905 -0.90755  0.0211
H -2.84397 -0.32216 0.96918  0.0861
O -1.35427 1.80709 -0.09533  0.2089
H -0.70495 2.44784 0.20134  0.1097
N 0.68121 0.80420 0.23543  -0.0526
H 1.57553 2.05488 1.68677  0.1523
N -0.59432 -1.53030 0.61518  0.1123
N 1.06688 2.01792 0.78230  0.1154
H -3.22970 -0.07542 -0.80069  0.0808
C -1.20803 -0.57670 -0.27574  -0.2844
H 1.12434 -1.23202 -1.44281  0.0220
H 1.81468 2.41469 0.18263  0.1445
H 2.65158 -0.31520 -1.31202  0.0833
N 0.56336 -1.40699 0.97954  0.0971
H -1.07319 -0.95021 -1.37300  0.2081
C -2.74417 -0.62902 -0.04786  0.0054
C -0.58332 0.74065 -0.19303  -0.1893
H 2.23553 -0.20307 1.13942  0.1734

Cartesian forces (eV/Å) of the 3 atoms listed first:
C 2.38 -0.70 -0.22
H -0.36 1.81 0.51
H 0.36 -0.44 -0.75

Output
**Charge**: +1
**Frontier orbital gap**: 9.44 eV
**SMILES**: C[C@@H]1N=N[C@@H](C)[N+](N)=C1O



# 6
The following is a quantum chemistry calculation of C8H11N5 as an isolated structure at a distorted geometry, from the Open Molecules 2025 dataset.

Each line ends with the Löwdin charge.
CARTESIAN COORDINATES (ANGSTROEM)
N -3.41031 1.66245 -0.87362  0.2336
H 2.64885 0.65334 1.03353  0.1850
H 1.23454 2.45419 -1.79450  0.1834
C -0.96784 -0.22609 0.72491  -0.0665
C 0.46837 1.80124 -1.25211  -0.0118
H -2.99415 -0.35320 1.46324  0.1239
H 1.71506 -2.94096 -0.11664  0.1834
C -3.06607 0.83343 -0.16836  -0.1804
H -2.60110 -1.29149 0.05630  0.1342
H 0.55421 0.98995 -1.84336  0.0658
H -0.42658 2.21277 -1.11177  0.0552
C -2.51586 -0.31427 0.54433  -0.0333
N 2.18161 -1.99209 -0.07437  0.3009
H 0.07091 0.97926 1.93153  0.1475
H -1.00397 1.91244 1.06740  0.1934
N -0.91002 -3.51431 -0.39532  0.2939
H 2.59163 0.57090 -0.74063  0.1831
N 0.95046 1.53698 0.07248  0.0196
H 3.17700 -1.85581 -0.10967  0.1686
C 1.92275 0.45865 0.16473  -0.0886
N -0.46592 1.03965 1.12946  0.2363
C 1.40219 -0.97432 0.26011  -0.0924
C -0.48830 -2.44954 -0.23006  -0.1612
C -0.06745 -1.19318 0.26240  -0.0736

Cartesian forces (eV/Å) of the 3 atoms listed first:
N -0.17 0.83 -0.19
H -1.11 -0.22 -0.82
H -0.96 0.08 1.26

Output
**Charge**: +2
**Frontier orbital gap (spin up / spin down)**: 8.06 / 8.06 eV



Sequential E_tot output: -307.30197, -684.91473, -11762.67939, -1121.25751, -491.02738, -584.38407 Eh
Sequential ΔE to the lowest compared entry with this formula, charge and spin output: 423.9, 0.0, 73.7, 239.7, 419.0, 552.7 kJ/mol